1.
{
  "formula": "C3H8N2O2",
  "method": "wB97M-V/def2-TZVPD",
  "smiles": "c1c[nH]cn1.O.O",
  "species": ["C", "C", "N", "C", "N", "H", "H", "H", "H", "H", "H", "O", "H", "H", "O"],
  "coordinates": [[0.755, -1.164, -1.029], [-0.456, -1.221, -0.316], [-0.193, -1.041, 1.087], [1.187, -1.243, 1.143], [1.731, -1.380, -0.083], [0.832, -1.428, -2.167], [-1.523, -1.154, -0.610], [1.841, -1.115, 1.955], [2.706, -1.635, -0.220], [0.571, -0.155, 5.277], [-0.214, 1.116, 4.841], [-0.387, 0.148, 5.069], [-2.126, 3.709, -4.793], [-1.272, 4.393, -6.052], [-2.175, 4.225, -5.574]]
}

=====

2.
{
  "formula": "C3H9NO3",
  "method": "wB97M-V/def2-TZVPD",
  "smiles": "CCNC(=O)O.O",
  "species": ["C", "N", "C", "O", "O", "C", "H", "H", "H", "H", "H", "H", "H", "H", "H", "O"],
  "coordinates": [[-0.589, -1.714, -0.047], [-0.930, -0.567, 0.831], [-0.351, 0.665, 0.904], [-1.264, 1.612, 1.216], [0.841, 0.859, 0.876], [-0.909, -1.383, -1.474], [-1.197, -2.528, 0.338], [0.463, -1.875, 0.201], [-1.825, -0.590, 1.282], [-0.863, 2.463, 0.985], [-0.432, -2.045, -2.203], [-1.989, -1.380, -1.626], [-0.616, -0.379, -1.775], [2.953, -0.355, -1.359], [1.884, 0.649, -1.172], [2.703, 0.505, -1.669]]
}

=====

3.
{
  "formula": "C16H18N6O6",
  "method": "wB97M-V/def2-TZVPD",
  "species": ["C", "C", "C", "C", "N", "C", "C", "C", "C", "C", "C", "H", "H", "H", "H", "H", "H", "H", "H", "H", "H", "H", "H", "H", "H", "H", "H", "H", "O", "N", "C", "C", "N", "O", "C", "N", "O", "O", "C", "C", "N", "O", "O", "N", "C", "H"],
  "coordinates": [[-3.012, -0.052, 3.242], [-2.366, -1.338, 2.712], [-0.844, -1.247, 2.856], [-0.307, 0.005, 2.246], [0.942, 0.293, 2.579], [1.805, -0.719, 3.195], [3.212, -0.099, 3.298], [3.074, 1.373, 2.885], [1.645, 1.576, 2.367], [-1.299, 0.994, 1.568], [-2.518, 1.203, 2.520], [-4.106, -0.149, 3.162], [-2.790, 0.074, 4.313], [-2.745, -2.221, 3.247], [-2.602, -1.463, 1.645], [-0.599, -1.258, 3.935], [-0.361, -2.151, 2.440], [1.463, -0.993, 4.209], [1.837, -1.644, 2.593], [3.609, -0.201, 4.318], [3.897, -0.637, 2.630], [3.275, 2.021, 3.744], [3.805, 1.623, 2.113], [1.647, 1.823, 1.298], [1.156, 2.393, 2.915], [-0.763, 1.958, 1.583], [-3.373, 1.673, 2.007], [-2.162, 1.953, 3.245], [-3.884, -3.429, -2.402], [-3.988, -2.296, -1.964], [-3.123, -1.357, -1.447], [-3.904, -0.287, -0.964], [-5.242, -0.495, -1.286], [-5.288, -1.747, -1.806], [-3.302, 0.810, -0.253], [-3.868, 2.135, -0.415], [-4.858, 2.349, -1.145], [-3.295, 3.083, 0.194], [-1.774, 0.786, 0.150], [-1.110, -0.381, -0.517], [0.255, -0.498, -0.730], [1.216, 0.221, -0.492], [0.437, -1.683, -1.524], [-0.777, -2.242, -1.862], [-1.702, -1.386, -1.282], [-1.459, 1.654, -0.487]]
}

=====

4.
{
  "formula": "H22O11",
  "method": "wB97M-V/def2-TZVPD",
  "smiles": "O.O.O.O.O.O.O.O.O.O.O",
  "species": ["O", "H", "H", "O", "H", "H", "O", "H", "H", "O", "H", "H", "O", "H", "H", "O", "H", "H", "O", "H", "H", "O", "H", "H", "O", "H", "H", "O", "H", "H", "O", "H", "H"],
  "coordinates": [[3.082, -3.633, 0.945], [2.939, -2.775, 1.214], [2.724, -4.266, 1.397], [-3.446, 0.833, -2.045], [-2.665, 0.374, -2.146], [-3.427, 1.647, -1.763], [-1.742, -1.071, -3.401], [-2.405, -1.313, -3.986], [-1.923, -0.047, -3.470], [0.817, -0.476, -2.514], [0.511, -0.430, -3.379], [-0.075, -0.657, -2.038], [-2.262, -0.494, 2.881], [-1.980, -0.935, 2.083], [-2.274, 0.365, 2.479], [2.405, 3.186, 3.198], [2.205, 2.483, 3.802], [1.604, 3.686, 3.160], [1.968, 1.207, 0.842], [2.818, 1.624, 1.068], [1.665, 0.491, 1.386], [3.541, -0.133, -1.681], [2.871, -0.402, -2.234], [3.183, 0.474, -1.175], [2.283, -1.359, 0.878], [1.953, -2.045, 0.129], [2.662, -0.708, 0.231], [-3.327, 1.877, 1.585], [-3.348, 2.828, 1.645], [-3.341, 1.736, 0.587], [-2.680, -0.635, -0.299], [-2.425, -0.097, 0.524], [-1.909, -1.334, 0.096]]
}

=====

5.
{
  "formula": "C34H26Cl3I2NO6",
  "method": "wB97M-V/def2-TZVPD",
  "smiles": "C[C@@H](Cl)[C@@H](Cl)N(Cl)[C@@H](O)[C@@H](I)OCI.O=C1c2ccccc2C(=O)c2ccccc21.O=C1c2ccccc2C(=O)c2ccccc21",
  "species": ["C", "C", "Cl", "C", "Cl", "N", "Cl", "C", "O", "C", "I", "O", "C", "I", "H", "H", "H", "H", "H", "H", "H", "H", "H", "H", "C", "C", "C", "C", "C", "C", "C", "O", "C", "C", "C", "C", "C", "C", "C", "O", "H", "H", "H", "H", "H", "H", "H", "H", "C", "C", "C", "C", "C", "C", "C", "O", "C", "C", "C", "C", "C", "C", "C", "O", "H", "H", "H", "H", "H", "H", "H", "H"],
  "coordinates": [[-3.420, -5.645, -5.443], [-3.526, -5.127, -3.892], [-4.135, -6.550, -2.807], [-2.120, -4.611, -3.228], [-2.181, -5.162, -1.421], [-0.866, -5.059, -3.945], [-0.692, -6.786, -3.664], [0.394, -4.445, -3.375], [1.519, -5.364, -3.752], [0.791, -2.975, -3.981], [-0.517, -2.253, -5.578], [0.848, -1.917, -2.919], [2.255, -1.632, -2.554], [3.254, -0.233, -3.959], [-4.543, -5.793, -5.820], [-2.943, -6.728, -5.462], [-2.926, -4.892, -6.190], [-4.302, -4.252, -3.858], [-2.130, -3.425, -3.203], [0.429, -4.371, -2.207], [1.627, -5.297, -4.763], [1.903, -3.021, -4.411], [2.893, -2.620, -2.389], [2.244, -1.054, -1.510], [-0.600, -0.763, 0.062], [-1.229, -1.383, -1.017], [-2.288, -0.747, -1.667], [-2.728, 0.508, -1.229], [-2.115, 1.116, -0.135], [-1.041, 0.485, 0.505], [-2.602, 2.417, 0.367], [-2.062, 2.955, 1.326], [-3.755, 3.057, -0.298], [-4.264, 4.262, 0.203], [-5.346, 4.881, -0.428], [-5.914, 4.304, -1.563], [-5.413, 3.101, -2.061], [-4.337, 2.471, -1.421], [-3.837, 1.181, -1.934], [-4.339, 0.671, -2.930], [0.231, -1.254, 0.563], [-0.894, -2.361, -1.355], [-2.771, -1.235, -2.513], [-0.548, 0.960, 1.352], [-3.824, 4.721, 1.087], [-5.743, 5.814, -0.034], [-6.752, 4.790, -2.059], [-5.865, 2.654, -2.945], [7.225, 0.716, 5.259], [7.252, 1.775, 6.167], [6.169, 2.650, 6.251], [5.058, 2.473, 5.417], [5.041, 1.429, 4.493], [6.122, 0.541, 4.422], [3.896, 1.263, 3.575], [3.879, 0.344, 2.765], [2.778, 2.225, 3.640], [1.713, 2.113, 2.736], [0.645, 3.010, 2.799], [0.632, 4.013, 3.768], [1.693, 4.130, 4.667], [2.773, 3.239, 4.595], [3.908, 3.393, 5.527], [3.900, 4.277, 6.376], [8.066, 0.028, 5.200], [8.117, 1.918, 6.810], [6.195, 3.471, 6.966], [6.110, -0.284, 3.713], [1.714, 1.331, 1.978], [-0.178, 2.925, 2.093], [-0.204, 4.707, 3.823], [1.679, 4.918, 5.417]]
}

=====

6.
{
  "formula": "C3H5N3",
  "method": "wB97M-V/def2-TZVPD",
  "species": ["N", "C", "N", "N", "C", "C", "H", "H", "H", "H", "H"],
  "coordinates": [[-1.954, -0.123, 0.077], [-0.478, -0.144, 0.074], [0.320, -1.107, -0.189], [1.650, -0.636, -0.125], [1.980, 0.619, 0.002], [-0.988, 1.045, 0.436], [-2.389, -0.240, -0.835], [-2.460, -0.562, 0.841], [2.273, -1.438, -0.167], [3.083, 0.631, 0.069], [-1.017, 1.950, -0.156]]
}

=====

7.
{
  "formula": "C60H116F18N5O14",
  "method": "wB97M-V/def2-TZVPD",
  "total_charge": -1,
  "species": ["C", "C", "O", "N", "H", "H", "C", "H", "H", "H", "H", "H", "H", "C", "C", "C", "N", "C", "C", "C", "C", "C", "H", "H", "H", "H", "H", "H", "H", "H", "H", "H", "H", "H", "H", "H", "H", "H", "H", "H", "C", "C", "C", "N", "C", "C", "C", "C", "C", "H", "H", "H", "H", "H", "H", "H", "H", "H", "H", "H", "H", "H", "H", "H", "H", "H", "H", "C", "C", "C", "N", "C", "C", "C", "C", "C", "H", "H", "H", "H", "H", "H", "H", "H", "H", "H", "H", "H", "H", "H", "H", "H", "H", "H", "C", "C", "C", "C", "C", "C", "N", "O", "C", "C", "C", "H", "H", "H", "H", "H", "H", "H", "H", "H", "H", "H", "H", "H", "H", "H", "H", "H", "H", "C", "O", "O", "C", "F", "F", "F", "C", "C", "H", "H", "H", "H", "H", "H", "C", "O", "O", "C", "F", "F", "F", "C", "C", "H", "H", "H", "H", "H", "H", "C", "O", "O", "C", "F", "F", "F", "C", "C", "H", "H", "H", "H", "H", "H", "C", "O", "O", "C", "F", "F", "F", "C", "C", "H", "H", "H", "H", "H", "H", "C", "O", "O", "C", "F", "F", "F", "C", "C", "H", "H", "H", "H", "H", "H", "C", "O", "O", "C", "F", "F", "F", "C", "C", "H", "H", "H", "H", "H", "H"],
  "coordinates": [[-13.695, 22.200, 6.934], [-14.361, 20.916, 6.473], [-15.591, 20.787, 6.462], [-13.503, 20.087, 5.953], [-12.457, 20.376, 5.954], [-16.673, 19.539, 6.664], [-13.894, 18.972, 5.124], [-14.374, 22.984, 6.627], [-12.841, 22.192, 6.309], [-13.564, 22.279, 8.034], [-14.653, 19.234, 4.353], [-14.306, 18.120, 5.689], [-13.026, 18.515, 4.613], [-13.557, 30.863, 3.848], [-13.756, 29.717, 2.809], [-14.716, 28.594, 3.253], [-14.536, 27.335, 2.441], [-14.577, 27.693, 0.982], [-15.705, 26.285, 2.733], [-15.171, 25.477, 3.816], [-13.647, 25.784, 3.990], [-13.225, 26.717, 2.898], [-12.788, 31.454, 3.439], [-13.167, 30.386, 4.753], [-14.453, 31.360, 4.148], [-12.728, 29.412, 2.562], [-14.170, 30.109, 1.889], [-15.760, 28.945, 3.247], [-14.449, 28.284, 4.257], [-13.651, 28.197, 0.704], [-15.468, 28.360, 0.811], [-14.725, 26.776, 0.422], [-15.880, 25.834, 1.733], [-16.600, 26.855, 2.981], [-15.120, 24.388, 3.473], [-15.844, 25.538, 4.643], [-13.053, 24.854, 3.858], [-13.400, 26.100, 4.980], [-12.769, 26.133, 2.126], [-12.501, 27.482, 3.094], [-10.001, 25.045, 9.528], [-9.824, 23.628, 8.956], [-9.786, 22.666, 10.173], [-10.273, 21.233, 9.928], [-11.674, 21.125, 9.511], [-10.144, 20.536, 11.286], [-9.972, 19.056, 10.781], [-9.446, 19.122, 9.326], [-9.376, 20.584, 8.990], [-11.070, 25.228, 9.768], [-9.862, 25.664, 8.641], [-9.275, 25.318, 10.331], [-8.874, 23.638, 8.440], [-10.646, 23.475, 8.262], [-10.447, 23.112, 10.928], [-8.780, 22.498, 10.598], [-12.061, 20.158, 9.648], [-11.753, 21.352, 8.473], [-12.260, 21.770, 10.109], [-11.029, 20.871, 11.872], [-9.233, 20.902, 11.728], [-10.917, 18.482, 10.851], [-9.253, 18.490, 11.392], [-10.147, 18.587, 8.684], [-8.447, 18.638, 9.267], [-9.698, 20.875, 7.996], [-8.429, 21.053, 9.183], [-22.782, 20.306, 1.115], [-21.697, 20.146, 2.195], [-20.263, 20.058, 1.782], [-19.469, 21.085, 2.527], [-19.875, 22.441, 1.951], [-17.955, 20.799, 2.317], [-17.173, 21.155, 3.566], [-18.314, 21.822, 4.399], [-19.607, 21.174, 4.021], [-22.710, 21.238, 0.534], [-23.741, 20.346, 1.585], [-22.793, 19.428, 0.472], [-21.962, 19.255, 2.756], [-21.914, 21.022, 2.847], [-20.053, 20.279, 0.686], [-19.702, 19.095, 2.037], [-19.379, 23.239, 2.441], [-20.959, 22.553, 2.102], [-19.691, 22.480, 0.898], [-17.633, 21.252, 1.412], [-17.887, 19.694, 2.221], [-16.291, 21.798, 3.464], [-16.828, 20.273, 4.090], [-18.336, 22.891, 4.263], [-18.200, 21.814, 5.488], [-20.438, 21.875, 4.233], [-19.878, 20.171, 4.354], [-16.870, 24.854, 6.858], [-16.802, 24.816, 8.339], [-15.404, 25.118, 8.802], [-15.373, 25.279, 10.392], [-16.199, 26.536, 10.745], [-17.606, 26.524, 10.210], [-17.733, 25.855, 8.783], [-18.716, 25.978, 8.226], [-18.313, 27.861, 10.121], [-18.482, 25.507, 11.177], [-17.315, 23.404, 8.834], [-16.706, 25.897, 6.534], [-17.809, 24.465, 6.374], [-16.079, 24.157, 6.452], [-15.004, 25.921, 8.191], [-14.767, 24.292, 8.483], [-14.369, 25.366, 10.770], [-15.530, 24.313, 10.850], [-15.677, 27.477, 10.515], [-16.297, 26.499, 11.833], [-17.633, 28.470, 10.755], [-19.290, 27.757, 10.670], [-18.450, 28.270, 9.094], [-19.505, 25.136, 10.742], [-18.773, 26.208, 11.934], [-17.975, 24.585, 11.490], [-18.330, 23.172, 8.629], [-17.079, 23.212, 9.859], [-16.726, 22.601, 8.355], [-9.284, 27.059, 1.816], [-9.445, 26.817, 3.307], [-10.370, 27.007, 1.207], [-8.639, 28.464, 1.783], [-8.561, 28.852, 0.497], [-9.388, 29.339, 2.493], [-7.344, 28.651, 2.187], [-8.319, 26.491, 4.058], [-8.936, 25.763, 5.217], [-9.780, 26.399, 5.547], [-9.344, 24.790, 4.928], [-8.239, 25.636, 6.020], [-7.749, 27.440, 4.394], [-7.598, 25.844, 3.447], [-8.421, 26.435, 1.495], [-16.943, 22.149, -0.865], [-15.789, 21.513, -0.223], [-18.054, 21.895, -0.181], [-16.691, 23.620, -0.981], [-17.746, 24.183, -1.642], [-16.489, 24.336, 0.113], [-15.536, 23.875, -1.705], [-15.112, 20.498, -0.910], [-14.659, 19.466, 0.114], [-13.956, 19.944, 0.828], [-15.501, 19.000, 0.534], [-14.126, 18.710, -0.464], [-14.326, 20.962, -1.519], [-15.839, 19.964, -1.530], [-16.964, 21.608, -1.787], [-17.063, 18.243, 8.072], [-15.664, 18.016, 7.978], [-17.449, 19.143, 7.080], [-17.630, 16.781, 7.804], [-18.931, 16.590, 7.974], [-17.347, 16.154, 6.521], [-17.076, 15.960, 8.722], [-14.867, 18.016, 9.147], [-13.690, 17.171, 8.672], [-12.941, 17.025, 9.440], [-13.985, 16.128, 8.476], [-13.245, 17.566, 7.765], [-15.433, 17.737, 10.057], [-14.529, 19.043, 9.305], [-17.304, 18.547, 9.082], [-12.964, 21.922, 13.381], [-13.138, 20.500, 13.670], [-11.998, 22.152, 12.565], [-14.258, 22.359, 12.677], [-14.286, 22.098, 11.339], [-15.453, 21.956, 13.157], [-14.336, 23.757, 12.619], [-12.077, 19.801, 14.188], [-12.095, 18.423, 13.605], [-11.267, 17.915, 14.088], [-12.998, 17.862, 13.951], [-11.918, 18.480, 12.484], [-12.071, 19.773, 15.273], [-11.151, 20.293, 13.842], [-12.980, 22.581, 14.323], [-10.169, 21.139, 4.937], [-10.651, 21.054, 3.645], [-11.072, 21.041, 5.865], [-9.173, 20.011, 5.078], [-8.189, 19.966, 4.077], [-8.551, 19.982, 6.241], [-9.718, 18.749, 4.993], [-11.299, 22.317, 3.375], [-11.464, 22.595, 1.931], [-12.380, 22.126, 1.596], [-11.726, 23.637, 1.744], [-10.569, 22.442, 1.324], [-10.763, 23.164, 3.865], [-12.301, 22.343, 3.853], [-9.499, 22.020, 5.054], [-15.702, 28.873, 6.869], [-14.328, 29.288, 6.958], [-16.076, 27.792, 7.485], [-16.498, 30.059, 7.455], [-17.828, 30.213, 7.098], [-16.380, 30.009, 8.812], [-16.042, 31.426, 7.202], [-13.263, 28.472, 7.308], [-12.061, 29.375, 7.260], [-12.427, 30.271, 7.758], [-11.306, 28.820, 7.834], [-11.592, 29.595, 6.311], [-13.177, 27.648, 6.535], [-13.405, 27.939, 8.255], [-16.041, 28.998, 5.853]]
}

=====

8.
{
  "formula": "C5H8O",
  "method": "wB97M-V/def2-TZVPD",
  "smiles": "C=C=CO.C=C",
  "species": ["C", "C", "C", "O", "C", "C", "H", "H", "H", "H", "H", "H", "H", "H"],
  "coordinates": [[1.123, -0.075, 1.693], [-0.200, 0.036, 1.668], [-1.441, 0.005, -1.063], [-1.945, 1.274, -0.963], [-0.222, -0.310, -1.427], [1.050, -0.584, -1.535], [1.656, -0.592, -0.626], [1.611, -1.035, 1.838], [1.770, 0.785, 1.541], [-0.702, 0.984, 1.490], [-0.848, -0.828, 1.791], [-2.179, -0.742, -0.789], [-1.227, 1.894, -1.149], [1.554, -0.812, -2.470]]
}

=====

| no. | frontier orbital gap (eV) | LUMO energy (eV) |
| --- | --- | --- |
| 1 | 9.6 | 0.66 |
| 2 | 10.6 | 0.64 |
| 3 | 5.9 | -1.37 |
| 4 | 10.6 | -0.34 |
| 5 | 8.4 | -1.24 |
| 6 | 8.7 | 0.67 |
| 7 | 4.4 | -0.66 |
| 8 | 9.7 | 0.87 |